No. 1
63
Properties=species:S:1:pos:R:3:forces:R:3 method="wB97M-V/def2-TZVPD" charge=+1 homo_lumo_gap_ev=4.463 relative_energy_kj_mol=272.3 lumo_ha=-0.1721
P -0.53654 0.95472 -2.22200 -1.4675 1.6826 0.1959
O 4.78608 -1.26805 -2.13153 -0.0277 -0.0588 0.4295
O 0.55690 1.32985 2.12118 -0.7630 0.3966 0.1449
O 0.96248 -0.42199 3.37500 3.4365 -2.9625 1.8536
O -1.42528 -1.11108 -0.74142 -0.0120 0.5441 0.2647
O 3.82368 -0.33245 -3.86997 0.0066 2.4658 -1.7189
N -3.65019 3.39534 5.20918 -0.0307 0.0048 0.0097
N 1.21760 -1.80002 -1.91365 0.2223 -0.2012 0.7923
C 0.78597 2.52122 2.86709 0.0907 0.6772 -0.3648
C 3.28284 -2.59423 -3.60144 0.5285 -1.1589 0.7275
C 0.17036 0.26442 2.90943 -2.7592 2.0748 -1.2651
C -2.99503 -0.00065 -3.27854 -0.0849 -0.0856 0.1089
C -1.61994 -1.95754 1.52722 -1.0850 0.0807 0.3697
C 3.95902 -1.29518 -3.22565 -0.7929 -1.6789 0.7980
C 1.03305 -0.94601 -0.74832 -0.2460 0.5032 -0.0016
C 1.69355 -3.15249 -1.63449 -0.0281 -0.6977 -0.7821
C -2.19828 -1.01131 0.44779 0.0729 -0.9343 -0.2624
C 1.76162 2.38728 -1.67025 -0.8576 -0.4202 0.1183
C 2.98553 -3.52994 -2.41103 -0.0187 0.3915 -0.3125
C -0.48159 3.19938 3.44912 0.4635 0.4671 0.1580
C -0.31841 -0.21726 -0.74585 1.1363 -0.2299 -1.0501
C -1.49996 0.12328 -3.57233 0.6940 -0.5954 -0.0306
C -1.71359 -1.45745 2.98155 0.6989 0.1168 -0.0593
C -1.30691 0.00956 3.18389 -0.4879 0.4974 0.0573
C 1.11578 1.52545 -2.81110 1.0836 -0.4631 0.7629
H -3.54221 2.38157 5.11418 0.0323 0.0251 -0.0179
H -3.44297 0.99091 -3.17942 0.0132 -0.0631 -0.0558
H -0.35142 3.29375 4.53402 -0.3618 -0.1867 -0.0317
H -1.41875 2.71464 3.17210 0.1687 -0.2371 0.0625
H -0.60864 -2.27445 1.28386 0.1389 0.3803 -0.0497
H -4.54106 3.60373 5.66832 0.0149 -0.0034 -0.0093
H 2.65245 1.90892 -1.26468 0.1564 0.1998 -0.2179
H 1.06794 2.13757 -3.71074 -0.4922 -0.2080 -0.0564
H 2.39380 -2.43919 -4.20681 0.0732 0.4419 0.0554
H -0.54223 4.22039 3.06293 -0.0057 -0.0635 0.0042
H 1.13892 -1.47158 0.21080 0.0332 -0.2757 -0.2229
H 0.91712 -3.87005 -1.92967 0.0516 0.0652 0.0776
H -1.05821 -0.83560 -3.87083 -0.2198 -0.0221 0.0189
H -3.21967 -0.55383 -2.36564 0.2132 0.0306 -0.0251
H 3.85307 -3.51834 -1.74604 -0.0486 -0.1593 -0.0632
H -2.87951 3.76792 5.77066 0.0162 -0.0147 -0.0418
H -3.63337 3.82733 4.28093 0.0384 -0.0140 0.0095
H -3.48737 -0.53624 -4.09379 -0.0098 0.1520 -0.0334
H -1.45755 0.24077 4.24944 0.2399 -0.0343 -0.0380
H -0.33623 0.43442 0.13090 -0.0462 -0.0468 -0.0881
H -1.39247 0.76792 -4.45077 0.2070 0.0818 0.1464
H -3.19813 -1.35647 0.17012 0.0239 0.0730 0.0559
H 1.04756 2.44935 -0.83714 0.1446 0.1957 -0.0028
H 2.89839 -4.53956 -2.81566 -0.0197 -0.0468 0.2332
H -1.94572 0.71981 2.65365 0.0841 -0.2060 -0.2384
H 1.82227 0.71423 -3.01359 -0.2767 -0.0243 -0.2578
H -2.21395 -2.87511 1.47856 0.1902 -0.0519 -0.0044
H 0.39177 -1.81496 -2.49485 -0.0230 -0.0320 0.1839
H -2.30838 0.02846 0.77126 0.2437 -0.0143 -0.0916
H 1.54684 2.37264 3.63856 -0.2064 -0.3222 0.0703
H 1.23402 3.22523 2.16798 -0.0116 -0.2134 -0.1741
H 1.81531 -0.17220 -0.74717 -0.1403 0.0312 0.1583
H 3.99239 -3.13121 -4.24406 0.0636 0.1649 0.0283
H -1.00385 -2.04984 3.56530 -0.1616 -0.0083 0.0905
H 1.96007 3.40740 -1.99442 0.1947 -0.0919 0.0060
H 4.27583 -1.42999 -1.32519 0.1586 -0.2710 -0.1635
H -2.69063 -1.60889 3.44685 -0.0721 -0.0069 -0.3028
H 1.87580 -3.34431 -0.57381 -0.1779 0.3598 0.0420



No. 2
71
Properties=species:S:1:pos:R:3:forces:R:3 method="wB97M-V/def2-TZVPD" charge=-1 homo_lumo_gap_ev=4.005 lumo_ha=-0.0116
P 4.64299 5.34438 -4.58007 -2.1852 -6.0218 3.3552
P -1.66906 1.12610 -2.50554 -4.9129 2.9563 3.8495
O 5.53271 3.97261 -4.58096 0.1190 0.3516 -0.2362
O 0.27694 -0.19638 3.23237 -0.0949 0.2123 0.1682
O -2.05778 -0.45468 -2.23839 2.8729 0.3338 -1.8967
O 0.62578 -5.20860 2.58711 -0.4465 0.0183 -0.4140
O -1.55034 1.64432 -1.11190 0.7729 -0.4527 -0.7228
O 5.52316 6.02333 -3.34464 0.0536 2.2154 -2.5398
O -1.54180 1.05599 3.57434 -0.0897 -0.4741 -0.3145
O 4.21317 5.02973 -6.17206 1.8744 2.9382 0.2011
O -3.10820 1.51005 -3.18485 0.3802 -0.1252 -0.1970
O 3.32388 5.16303 -3.91012 0.3686 0.9733 -0.6146
O -4.08678 -5.54941 0.91542 0.1078 -0.1464 0.6223
O -3.78024 -3.39890 0.44077 0.0616 0.4779 0.3331
O -0.93838 2.37624 -3.35529 1.1065 -3.0560 -1.0075
N -2.02656 -5.10451 2.75822 -0.0622 0.7292 1.0543
C -1.34098 -5.05167 4.04916 0.5011 -1.5406 -0.7611
C -3.49980 0.85261 -4.38521 -0.0508 0.1545 0.0079
C 3.61196 6.11926 -6.89558 -0.2432 -0.0008 -0.0850
C -3.34343 -0.75947 -1.67445 -0.6745 -0.2114 0.1050
C -1.61882 0.89395 6.04266 -0.4372 0.0475 -0.1938
C 0.50121 2.35391 -3.39206 0.1464 0.1538 0.0455
C -3.73769 -4.38534 1.21386 -0.2692 -0.4948 -0.8637
C 5.82346 5.21444 -2.20989 0.2844 -0.4220 0.2090
C -1.51332 -2.28933 2.12408 -0.5336 0.5831 0.6652
C -0.86420 0.03241 2.92952 0.8726 -0.4150 -0.3685
C 0.20556 -4.90789 3.90367 0.3086 -0.1179 0.6537
C -2.79444 -2.72299 2.87067 0.2125 -0.1027 -0.2308
C 6.91960 4.04458 -4.90763 -0.0815 -0.1540 -0.0681
C -2.28692 0.57175 4.69325 -0.1255 0.3748 0.4953
C -1.55817 -0.76433 1.82568 -0.0742 0.3190 0.9663
C 0.93683 -5.88369 4.85260 -0.2345 0.7964 0.2555
C -3.16286 -4.19645 2.65563 -0.4757 0.6490 -0.6711
H 0.83712 3.20952 -3.97366 -0.0855 0.0436 0.0644
H -1.75016 -4.31394 4.74212 0.1346 0.1156 -0.1449
H 7.29031 5.07223 -4.89776 0.0442 -0.0257 0.0190
H -2.35217 -6.04717 2.60514 -0.1383 0.1012 -0.4299
H -2.74522 -2.49689 3.94879 0.2766 -0.0420 -0.1337
H -3.43582 1.55219 -5.22097 0.0527 -0.0191 -0.0030
H -1.47656 -6.04189 4.51947 -0.0943 0.2555 0.1920
H -2.45918 -0.50452 4.60068 -0.0921 0.1278 -0.0335
H -3.61441 -2.11172 2.48383 -0.1028 -0.3119 0.0078
H -0.99365 1.78503 5.96463 0.0649 -0.1624 -0.1255
H 2.68818 6.43559 -6.40894 0.0174 -0.0179 0.0125
H -3.79744 0.10073 -1.18761 0.1828 0.0975 -0.0368
H -2.58373 -0.39088 1.77836 0.0609 -0.1808 -0.4498
H 0.90931 2.41559 -2.38231 -0.0275 0.0010 -0.0073
H 0.44916 -5.91660 5.83446 0.0857 -0.0007 -0.0740
H -2.87902 -0.02171 -4.59478 -0.0606 -0.0226 -0.0153
H -3.98234 -4.42346 3.36773 0.1537 -0.1911 -0.0673
H 1.57107 -5.06302 2.51170 0.0824 0.0972 0.1727
H -1.04462 0.05365 6.43400 0.0996 0.1562 -0.0356
H 4.30446 6.95875 -6.96525 -0.0656 0.0300 -0.0921
H 1.95948 -5.51964 5.00432 0.0104 -0.3255 -0.0204
H 7.08318 3.60940 -5.89410 -0.0117 0.0469 -0.0136
H 5.17224 4.34717 -2.13531 -0.0770 0.0739 -0.0642
H -1.02076 -0.54173 0.90110 -0.1488 0.1657 0.0465
H 3.39336 5.76807 -7.90118 0.0093 -0.1030 0.0604
H -0.66461 -2.48623 2.78380 0.2027 -0.0846 -0.4697
H 0.93566 -6.88683 4.42178 -0.0005 0.0892 0.0030
H -4.00352 -1.12425 -2.46335 0.0328 0.0451 0.0095
H -3.20775 -1.55764 -0.94476 0.1751 -0.0782 -0.0371
H 7.47762 3.46818 -4.17043 -0.0131 -0.0177 -0.0097
H -2.42376 1.14643 6.74270 0.1950 -0.2198 0.1260
H -1.41731 -2.82932 1.18644 -0.0334 -0.1377 0.1588
H -3.25351 1.08398 4.67640 0.0562 -0.1332 -0.2212
H 0.49682 -3.87766 4.15948 -0.0286 -0.0843 -0.0526
H 0.85057 1.44357 -3.88182 0.1162 0.0605 0.0002
H 6.86427 4.88869 -2.26203 -0.0521 -0.0336 -0.0065
H 5.69855 5.83716 -1.32585 -0.0767 0.1339 -0.1362
H -4.53326 0.52412 -4.27713 0.0040 0.0017 0.0049



No. 3
69
Properties=species:S:1:pos:R:3:forces:R:3 method="wB97M-V/def2-TZVPD" homo_lumo_gap_ev=7.934 smiles="CCCOC[C@H]1C(=O)OC[C@H]1CCCO.COP(=O)(OC)OC.COP(=O)(OC)OC" relative_energy_kj_mol=179.3 lumo_ha=-0.0476
P 1.54643 6.62555 0.27966 -0.7252 -2.5524 -6.8198
P -5.65205 -2.86978 1.55028 1.2706 1.9276 5.8267
O 2.11128 -4.38789 0.16008 0.0017 0.4945 0.0699
O 1.24027 -3.96688 -2.65056 0.4516 0.8614 -0.1011
O -6.42493 -4.33600 1.80168 0.3081 0.6967 -3.1737
O 3.04656 5.98206 0.69253 -1.2553 1.6291 2.7035
O 0.88147 5.36398 -0.16378 0.2879 0.2365 1.2310
O 2.42548 -2.16291 -3.41541 -0.9255 -0.3225 -1.4993
O 2.22167 7.44728 -0.95812 -0.3136 0.3871 0.2062
O -6.74468 -2.09760 2.48511 0.1847 0.3399 -0.3051
O 0.23833 7.63309 0.31119 1.3425 -0.0177 2.7339
O -4.35536 -3.11392 2.22923 -0.3439 -0.4671 -0.9457
O -5.35199 -1.52577 0.65535 -0.8318 -2.3569 -1.5679
O 2.27243 2.15997 -1.99640 0.4284 0.0318 -0.5132
C 3.87014 6.74232 1.59893 0.1548 0.0393 -0.1530
C -6.79344 -2.41329 3.87277 -0.2599 -0.2574 0.1567
C 0.41691 -4.18885 1.90510 0.0205 -0.3543 -0.4412
C -0.11903 8.41683 -0.82184 0.0251 0.5581 -0.2200
C 2.84536 6.70688 -2.00560 0.4163 -0.0865 -0.0019
C 2.07771 0.77506 -2.23532 -0.2153 -0.3818 1.2543
C 0.75668 -4.08959 0.41628 -0.8989 -0.2792 0.3354
C -7.50749 -4.67666 0.91202 -0.1452 0.0187 0.1330
C 2.68773 -0.08748 -1.09803 0.3360 0.7795 -0.7429
C 2.92155 -3.23049 0.00535 -0.3800 -0.8038 -0.3569
C 4.10978 -0.58033 -1.41964 -0.5677 -0.1343 -0.3009
C 2.13958 -3.18456 -2.54473 0.2567 0.7276 1.1151
C 3.26715 -3.09365 -1.47888 0.5396 -1.1412 0.1926
C -5.65112 -0.22378 1.15024 -0.3377 0.4813 -0.0377
C -1.06321 -4.47959 2.16888 0.0647 0.2392 0.2984
C 4.21989 -2.00636 -1.97434 0.4518 0.5815 -0.9883
C 3.86394 -2.13221 -3.47891 -0.4802 -0.8230 2.1761
H 0.75700 -3.28643 2.40953 0.0320 -0.0044 0.2677
H 5.27577 -2.28135 -1.93438 -0.0162 -0.3231 0.4691
H -1.07903 8.87914 -0.59501 -0.0014 -0.1565 0.2079
H 2.50339 5.67232 -2.03222 -0.0625 0.0209 0.0947
H -1.55365 -4.95816 1.32449 0.0218 -0.0174 -0.1600
H 4.79936 6.19725 1.74304 -0.0417 -0.0711 -0.0741
H 0.98617 -5.03876 2.27656 0.2680 0.0600 0.0989
H -6.94722 -1.48647 4.42425 -0.0059 0.0380 -0.0844
H 4.09537 7.72772 1.18102 0.0002 -0.0273 0.0122
H 3.37627 6.85622 2.56441 0.0856 -0.0150 0.0296
H -7.90392 -5.64001 1.22168 0.0787 0.0074 0.0852
H 1.56741 2.44898 -1.41606 -0.0497 0.2599 0.1653
H 1.97503 -0.88010 -0.90241 0.1298 -0.1863 0.3216
H -1.63533 -3.59285 2.42178 -0.1306 0.1073 -0.1062
H 4.49819 0.08310 -2.19610 0.1976 0.1093 0.0543
H -7.63071 -3.08392 4.06906 0.0119 -0.0238 0.0219
H 2.53672 0.47901 -3.17202 -0.1879 0.2848 -0.3208
H 4.27448 -1.40337 -4.15871 -0.2808 0.1971 -0.2023
H 3.81099 -4.03073 -1.65801 -0.0416 -0.1099 -0.0503
H -5.87097 -2.88224 4.21474 0.0429 0.0105 -0.1044
H 3.83604 -3.46056 0.54815 0.2168 0.4364 0.0882
H 4.12215 -3.17425 -3.67584 0.7012 0.2551 -1.0356
H 2.77294 0.59485 -0.25523 -0.3398 -0.1860 0.3368
H 3.92748 6.72282 -1.87420 0.0112 -0.0330 -0.0128
H 4.77838 -0.44641 -0.57321 -0.0484 -0.2011 0.2299
H -1.15461 -5.16391 3.00941 -0.0854 -0.0099 0.1111
H -0.22554 7.78241 -1.70174 0.1098 -0.0433 0.0581
H 0.12634 -4.80710 -0.10765 0.2422 -0.2203 -0.2099
H -5.18134 -0.07023 2.12138 -0.0534 -0.1046 -0.0014
H -5.23703 0.48681 0.43621 0.1137 -0.2055 -0.0980
H -6.72297 -0.05675 1.21648 0.0193 -0.0187 0.0939
H 2.41751 -2.36757 0.42968 0.1435 0.1914 0.1022
H -7.15044 -4.75730 -0.11500 -0.0520 -0.0619 0.0018
H 0.45433 -3.11658 0.01918 0.2065 0.1447 -0.1066
H 2.59763 7.18864 -2.95071 -0.0510 0.0798 0.0645
H -8.30284 -3.92819 0.96869 0.0245 -0.0198 0.0032
H 0.60465 9.20596 -1.00828 0.0108 -0.0529 -0.0806
H 1.00496 0.58257 -2.22610 -0.0807 -0.1624 -0.5350



Number 1: energy -40742.735 eV, maximum force 4.9 eV Å⁻¹. Number 2: energy -64930.050 eV, maximum force 7.2 eV Å⁻¹. Number 3: energy -61390.313 eV, maximum force 7.3 eV Å⁻¹.